Here is a single C6H8 molecule in a non-equilibrium geometry from the OMol25 dataset. Energies are from ωB97M-V with the def2-TZVPD basis set.

```
14
Properties=species:S:1:pos:R:3:forces:R:3:lowdin_charge:R:1
C -2.148611 -0.012722 -0.068924 -1.575 -0.080 0.144 0.02
C -0.849354 0.065339 0.021574 2.820 -0.986 0.843 -0.32
C 0.039785 -1.171100 0.082307 -0.128 -1.716 -1.574 -0.17
C 1.481134 -0.710196 -0.064284 -0.825 -0.740 -0.238 -0.10
C 1.493165 0.601874 -0.079415 1.023 1.168 0.378 -0.12
C 0.142786 1.236291 0.074974 -1.179 0.664 -1.425 -0.15
H -2.689013 -1.014379 -0.179798 0.740 1.747 0.299 0.09
H -2.666842 0.944722 0.061347 -0.483 -0.628 -0.448 0.06
H -0.363824 -1.889803 -0.718710 0.989 0.692 1.019 0.13
H 0.055817 -1.728799 1.012035 -0.793 -0.061 0.433 0.11
H 2.349622 -1.383755 -0.018127 -0.534 0.424 -0.263 0.11
H 2.417456 1.187369 -0.110755 -0.406 -0.045 0.023 0.10
H -0.086110 1.926312 -0.762752 0.194 -0.317 0.111 0.12
H 0.029455 1.901408 0.919374 0.155 -0.123 0.698 0.11
```
Forces are in eV/Å.

Properties
SMILES string   C=C1CC=CC1
LUMO energy   1.1 eV
Relative energy (zero: lowest compared OMol25 entry of this formula, charge and spin)   16.5 kcal per mole
E_HOMO   -8.87 eV



Here is a single C6H12O molecule from the OMol25 dataset. Energies are from ωB97M-V with the def2-TZVPD basis set.

```
19
Properties=species:S:1:pos:R:3:forces:R:3:lowdin_charge:R:1
C 2.723737 0.029834 -0.124675 0.059 -0.060 0.002 -0.12
C 1.678874 1.147892 -0.068953 -0.018 0.077 -0.034 -0.26
C 0.319472 0.603916 0.270292 -0.168 0.020 -0.096 -0.14
C -0.779054 0.764041 -0.468620 0.197 -0.009 0.090 -0.11
C -2.133623 0.158189 -0.176190 -0.019 -0.025 -0.027 -0.18
C -2.055853 -1.185072 0.549548 -0.265 0.230 0.240 -0.29
O -1.329189 -2.150290 -0.179726 0.299 0.035 -0.075 -0.07
H 2.796838 -0.484069 0.841263 -0.008 0.077 -0.141 0.07
H 2.453114 -0.718777 -0.878347 0.048 0.123 0.095 0.07
H 3.715990 0.419444 -0.372804 -0.133 -0.045 0.034 0.07
H 1.983437 1.888487 0.683682 -0.054 -0.119 -0.086 0.11
H 1.635776 1.674893 -1.030723 -0.012 -0.083 0.155 0.11
H 0.270365 0.014024 1.189882 -0.005 0.055 -0.140 0.11
H -0.705666 1.368938 -1.374552 0.007 -0.098 0.129 0.11
H -0.470876 -1.752737 -0.386490 -0.137 -0.128 -0.014 0.07
H -2.664898 0.007974 -1.123073 0.068 0.021 0.107 0.11
H -2.741867 0.857847 0.414917 0.082 -0.106 -0.072 0.12
H -1.635049 -1.047622 1.559326 -0.050 -0.056 -0.164 0.11
H -3.061537 -1.596918 0.675235 0.109 0.090 -0.002 0.12
```
Forces are in eV/Å.

Properties
SMILES string   CC/C=C/CCO
LUMO energy   1.1 eV
Relative energy (zero: lowest compared OMol25 entry of this formula, charge and spin)   21.8 kcal per mole
E_HOMO   -9.52 eV



Here is 2 unconnected molecules or ions with the total composition C2H7N2 in a non-equilibrium geometry from the OMol25 dataset. Energies are from ωB97M-V with the def2-TZVPD basis set.

```
11
Properties=species:S:1:pos:R:3:forces:R:3:lowdin_charge:R:1
C -3.263872 -0.370870 0.019005 -11.483 -6.218 0.754 0.07
C 1.256988 -0.537739 0.015248 1.809 1.315 -2.250 -0.01
N 0.310905 0.639800 0.014585 1.285 0.382 1.642 0.09
N -2.200125 0.068478 -0.000687 12.251 5.764 -0.568 0.15
H -4.251377 -0.651502 -0.020225 -1.922 0.134 -0.272 0.06
H 0.922887 -0.867972 -0.978761 0.749 -1.297 0.517 0.11
H 2.396299 -0.247224 -0.091179 -2.499 -0.138 0.425 0.15
H 1.141414 -1.215469 0.782754 -0.536 -1.374 1.543 0.06
H 0.731165 0.938885 -0.819684 -0.291 2.294 -1.512 0.12
H -0.693915 0.370631 -0.144392 0.333 0.009 0.312 0.02
H 0.346731 1.378937 0.751878 0.305 -0.871 -0.590 0.18
```
Forces are in eV/Å.

Properties
2S+1   3
LUMO energy (alpha / beta)   -3.3 / -9.0 eV
Relative energy (zero: lowest compared OMol25 entry of this formula, charge and spin)   76.8 kcal per mole
E_HOMO (alpha / beta)   -10.94 / -17.84 eV
Charge   +1



| no. | total energy (eV) |
| --- | --- |
| 1 | -6350.0695 |
| 2 | -8463.4105 |
| 3 | -5152.7716 |